Molecular formula: C5H8O3S
Method: DFT, ωB97M-V/def2-TZVPD

Output
Energy relative to the best compared isomer or geometry (same formula, charge and spin) in kJ/mol: 500.3
Kohn-Sham gap (alpha / beta) in eV: 8.07 / 8.66
Energy in Ha: -819.04209
HOMO energy (alpha / beta) in eV: -9.0 / -9.2

Element x y z (Å)
C -0.398 1.676 -0.207
C 0.198 -1.292 -0.253
C -1.424 0.717 0.158
C -1.186 -0.750 0.109
C 1.112 -0.306 -0.855
O 3.532 -1.014 -0.038
O 3.023 1.396 -0.225
O -1.938 -0.097 -0.863
S 2.580 0.059 0.039
H -0.376 2.053 -1.213
H 0.167 2.191 0.548
H 0.643 -1.696 0.660
H 0.014 -2.112 -0.953
H -2.152 1.033 0.908
H -1.774 -1.406 0.753
H 1.133 -0.107 -1.909
H 2.116 0.022 1.363

These are the Mulliken partial charges, in e, on atoms 1 to 8: C -1.066; C -0.399; C 0.338; C -0.228; C -0.595; O -0.586; O -0.575; O -0.450